Entry 1:
7
Properties=species:S:1:pos:R:3:forces:R:3:nbo_charge:R:1 method="wB97M-V/def2-TZVPD" homo_lumo_gap_ev=10.02 energy_ev=-16124.244 smiles=[NH3+]C#CCl homo_ev=-14.98 spin_multiplicity=1 total_charge=+1
Cl 2.69568 -1.66851 -3.14059 0.0295 -0.3002 -0.4989 0.288
N 0.05003 -0.15369 -0.22439 1.9168 0.4286 -0.7564 -0.726
C 1.19974 -0.46719 -1.07582 0.6110 -2.2167 -3.8117 -0.018
C 1.61984 -1.10325 -2.09610 -1.1075 2.9541 4.6178 -0.009
H 0.40266 0.56198 0.54188 -1.4392 -1.8419 -1.5680 0.500
H -0.18430 -1.11934 0.09024 -0.5236 1.1079 0.7008 0.484
H -0.68611 0.21927 -0.88448 0.5130 -0.1318 1.3163 0.482

Entry 2:
9
Properties=species:S:1:pos:R:3:forces:R:3:nbo_charge:R:1 method="wB97M-V/def2-TZVPD" homo_lumo_gap_ev=9.76 energy_ev=-7165.461 smiles="[H]/N=C(/N)C=O" homo_ev=-9.70 spin_multiplicity=1
O 2.15766 0.16845 -0.19077 -0.6232 -1.2095 -0.1958 -0.487
N -0.24163 1.53464 -0.02141 1.0530 1.5073 0.5926 -0.663
N -1.29796 -0.45266 -0.21763 -1.8712 -3.1908 1.1290 -0.815
C -0.19158 0.28613 0.02006 1.2218 -1.4469 -1.1592 0.308
C 1.16099 -0.49663 -0.01858 0.6445 0.5359 1.9906 0.365
H -1.40085 -1.49213 0.14673 0.4519 3.2639 -0.9909 0.397
H 1.23654 -1.60240 0.39174 -0.3476 1.5842 -1.1680 0.128
H -2.14316 0.12519 -0.15840 0.3345 -0.6789 -0.0169 0.405
H 0.72000 1.92941 0.04825 -0.8637 -0.3651 -0.1814 0.363

Entry 3:
10
Properties=species:S:1:pos:R:3:forces:R:3:nbo_charge:R:1 method="wB97M-V/def2-TZVPD" homo_lumo_gap_ev=8.80 energy_ev=-6726.288 homo_ev=-7.89 spin_multiplicity=1
O -0.81705 0.57739 0.83478 -0.0730 -0.0573 0.0309 -0.492
N -0.33655 -1.08387 -0.70216 0.2191 -0.0012 0.0044 -0.428
C 0.51127 1.08474 0.77152 0.2506 0.1136 -0.0006 -0.267
C 0.65059 -1.57797 -1.31523 -0.4088 0.2045 0.0817 -0.052
C -1.10629 -0.54201 0.13216 0.0204 -0.2017 -0.1998 0.332
H 0.65234 -1.20509 -2.35862 -0.0298 -0.0998 0.0872 0.139
H 0.49223 2.06378 0.28606 -0.0055 -0.1006 0.0605 0.188
H -2.10053 -0.92097 0.33773 0.1265 0.0158 -0.0756 0.189
H 0.87809 1.18671 1.79399 -0.0463 0.0162 -0.0992 0.195
H 1.17588 0.41729 0.21976 -0.0532 0.1104 0.1106 0.196

Entry 4:
88
Properties=species:S:1:pos:R:3:forces:R:3:lowdin_charge:R:1 method="wB97M-V/def2-TZVPD" homo_lumo_gap_ev=9.24 energy_ev=-51804.766 smiles="NC(N)=O.NC(N)=O.NC(N)=O.NC(N)=O.NC(N)=O.CC(C)O.CC(C)O.CC(C)O.CC(C)O" homo_ev=-9.17 spin_multiplicity=1
O 3.33683 1.32896 -0.88667 -0.3877 -0.4667 0.4864 -0.036
O -1.37670 1.83417 -2.09164 -0.8977 0.4123 -0.4288 -0.092
O 1.19442 -1.20845 0.65910 -0.4358 0.3187 -0.2615 -0.066
O 5.17714 -5.28344 2.50049 0.6710 0.4435 -0.4724 -0.035
O -4.36100 -0.77423 0.69236 -0.0341 -0.2658 0.2443 -0.075
O -0.58319 6.53476 -0.01635 0.5569 0.6050 0.8195 -0.073
O -2.85937 -2.95666 1.49450 1.1305 -0.6435 0.1349 -0.001
O 3.13206 -3.49831 -3.43031 -0.4724 -0.1316 -0.3413 0.022
O 3.34207 4.05950 -5.02227 -0.2789 -0.0436 0.8082 0.004
N 3.62202 0.47471 1.21408 -0.3305 -0.8077 0.4502 0.196
N 2.06057 3.39345 -3.25029 -0.3269 -0.1643 0.3915 0.158
N 3.12229 -1.76855 -1.96289 -0.7428 -0.1323 0.4742 0.155
N 4.03265 2.66960 0.77402 -0.2448 -0.3794 1.3952 0.163
N -0.97329 -0.50874 0.48434 0.3267 0.1823 0.4076 0.189
N 0.60075 0.38909 -0.85655 -0.4826 1.4404 -1.2954 0.193
N -2.20719 -2.86009 3.64999 0.5728 1.1551 0.1670 0.150
N -2.72581 -4.86421 2.71845 0.9820 -0.0989 -1.1474 0.162
N 1.77085 -3.59523 -1.57258 0.5851 1.5313 -0.2505 0.155
N 4.23485 2.81721 -3.31867 -0.9253 -0.1249 0.7756 0.156
C 3.22128 3.48079 -3.94238 1.1369 0.5693 -2.0748 -0.685
C 0.32856 -0.46114 0.13096 1.4691 -1.1377 -0.1595 -0.641
C -6.09184 0.80759 0.89568 0.2868 0.5113 0.1941 -0.054
C -1.26989 4.63242 1.18830 0.8242 -0.0439 -0.1675 -0.050
C -5.12762 -0.08611 1.67370 0.1219 0.4318 -0.1506 -0.514
C 0.25001 4.50864 -0.76883 2.7333 -1.2217 0.1562 -0.097
C 4.11304 -4.37016 2.61728 -1.9264 0.0533 0.4046 -0.499
C -2.44243 -3.55680 2.49218 -3.1554 0.3938 0.7579 -0.613
C 2.67310 -2.99117 -2.42581 1.0338 -0.8055 0.0614 -0.664
C -0.05656 5.29364 0.50205 -2.4035 -0.1456 -2.2528 -0.441
C -5.80179 -1.00381 2.67285 -0.4177 0.6321 -0.5016 -0.055
C -1.59267 -0.02412 -3.59501 0.3049 -0.1282 -0.5097 -0.043
C -2.06261 1.38970 -3.27377 -0.3402 -1.1448 -0.9158 -0.465
C 3.57683 1.45928 0.32363 1.1492 1.6085 -2.3254 -0.646
C -3.53909 1.47075 -3.04170 -1.0644 0.2965 0.8586 -0.059
C 2.94742 -5.15159 3.22283 -1.2034 0.1114 -0.0738 -0.071
C 3.71820 -3.68208 1.30652 0.5901 -0.3011 -0.4929 -0.055
H 4.00624 2.76614 1.77517 0.2409 0.5779 -0.0953 0.091
H -5.01924 -1.45259 3.28453 -0.3396 -0.8504 -0.2095 0.066
H 3.84862 2.19895 -2.62517 1.1203 -0.4159 0.4640 0.041
H -6.52813 0.35456 0.00579 0.1519 -0.4595 0.1564 0.081
H 3.96529 -1.39534 -2.35930 0.0080 -0.1533 -0.1282 0.102
H 3.18194 -5.76745 4.09372 0.3945 0.2743 0.1079 0.072
H -2.56459 -5.23271 3.63384 -0.3518 -0.2750 -0.0016 0.101
H 3.12009 -0.37852 0.99361 -0.2675 0.1183 0.1751 0.071
H 5.40412 -5.51203 3.40631 0.1868 -0.1956 -0.0909 0.088
H -4.43205 0.52067 2.26913 -0.0861 0.4265 -0.1507 0.128
H 3.78583 0.71759 2.17320 -0.0591 -0.2982 0.1162 0.108
H -3.85310 -1.48976 1.11758 -0.1005 0.1287 -0.2343 0.024
H 3.17633 -4.27253 0.56587 0.2682 -0.5636 0.2409 0.066
H -2.55169 -1.91721 3.55345 0.6657 0.1663 0.1539 0.096
H 2.11943 -4.49322 3.50672 0.1283 0.1508 0.1027 0.071
H -4.23522 1.24942 -3.85042 0.5614 -0.1474 -0.4374 0.091
H -0.26840 4.67154 -1.71090 -1.0070 0.1998 0.6066 0.084
H 1.22925 3.82826 -3.60209 0.0473 -0.0750 -0.0078 0.102
H -1.84515 2.03836 -4.12818 0.4839 0.1008 0.1815 0.138
H -3.83093 0.79892 -2.22840 0.0584 0.1030 0.1295 0.086
H 2.08830 2.91947 -2.36301 -0.4606 0.1434 0.0429 0.060
H 0.34866 3.43830 -0.55215 -0.4237 -0.0931 -0.1242 0.064
H -5.52131 1.66876 0.54230 -0.1699 0.1167 -0.0422 0.070
H -1.56750 0.16233 0.03088 -0.6149 -0.5085 0.0720 0.090
H -1.27943 -1.37537 0.89546 -0.5318 0.1986 0.0094 0.075
H 0.17802 6.96713 -0.42027 -0.2498 0.2596 -0.1169 0.086
H 2.98809 -1.63990 -0.97175 0.0870 0.4936 -0.0691 0.044
H -1.68399 5.29040 1.94926 -0.0320 -0.2676 0.1823 0.078
H -3.38270 -5.24495 2.05758 0.3088 -0.5035 0.1373 0.116
H -2.02646 4.42226 0.42998 -0.0493 0.5012 -0.1260 0.075
H -3.78492 2.50076 -2.75488 -0.1159 -0.0257 0.1387 0.084
H -6.49210 -1.60619 2.07885 0.3612 -0.8542 0.4702 0.093
H -6.91548 1.16588 1.51450 0.1052 0.0689 0.1013 0.075
H -1.80267 -0.30774 -4.62870 0.1659 0.4593 -0.1748 0.084
H 1.59927 -3.01852 -0.76241 -0.7575 -0.6387 0.2957 0.052
H 4.11952 3.49230 0.20968 -0.2288 -0.1818 -0.3156 0.104
H 1.27871 4.72415 -1.09191 0.0691 0.2782 0.1666 0.062
H 4.32841 -3.52845 3.28850 0.4897 -0.2218 0.2015 0.129
H -6.43486 -0.44433 3.36452 0.1143 0.2470 -0.0361 0.079
H 5.19049 2.78659 -3.60851 -0.1431 0.0109 -0.3936 0.104
H 0.85195 5.47896 1.07586 -0.2543 -0.2648 0.4251 0.134
H 1.42117 -4.52039 -1.71543 0.0155 0.0135 -0.0614 0.102
H -2.02350 2.41442 -1.67050 0.4300 0.1619 0.3170 0.086
H -1.02482 3.62691 1.53582 0.2041 0.2177 0.5510 0.075
H -1.49152 -3.02804 4.33389 0.0288 -0.2240 -0.1076 0.100
H -2.06047 -0.85464 -3.06262 -0.0088 0.4422 0.7100 0.086
H 3.06044 -2.81942 1.43303 0.1735 0.0559 0.5363 0.054
H 1.47497 0.57515 -1.32410 0.6220 -0.7122 0.8834 0.074
H -0.51271 -0.04499 -3.44545 0.0088 -0.3236 -0.1188 0.076
H -0.15388 0.87151 -1.35118 0.0990 -0.3732 0.6125 0.044
H 2.49030 -5.84915 2.51631 0.3349 0.0290 -0.2891 0.080
H 4.64752 -3.35560 0.83440 -0.0865 0.1729 -0.1224 0.087